*A*
Computed, not measured: a structure of composition C6H13NS, with ωB97M-V/def2-TZVPD.

2S+1: 1
HOMO (eV): -8.479
Orbital gap (Eh): 0.29351

XYZ file:
```
21
C6H13NS | the Open Molecules 2025 dataset | ωB97M-V/def2-TZVPD
C 1.564 -0.534 -1.796
C 2.642 -0.418 -2.626
C 0.988 0.933 -0.581
N 0.441 0.339 -1.805
H 1.341 -1.581 -1.486
H 2.794 0.530 -3.249
H 3.301 -1.291 -2.765
H 0.357 1.697 -0.039
H 1.928 1.481 -0.780
H -0.387 -0.176 -1.663
C -2.873 -0.233 1.098
C -1.927 0.958 1.461
C -0.582 0.503 1.942
S 0.176 -0.810 0.912
H -2.241 -1.094 0.648
H -3.733 0.143 0.524
H -3.261 -0.737 2.002
H -1.874 1.541 0.567
H -2.467 1.460 2.266
H -0.633 0.037 2.942
H 0.104 1.321 2.092
```

Here are the natural (NBO) charges for atoms 1 to 8, given in e:
1 C -0.057
2 C -0.427
3 C -0.144
4 N -0.617
5 H 0.206
6 H 0.203
7 H 0.214
8 H 0.186


*B*
Computed, not measured: the molecule C6H13NS, with ωB97M-V/def2-TZVPD.

2S+1: 1
HOMO (eV): -8.585
Orbital gap (Eh): 0.34441
Structure (SMILES): C[C@H](S)[C@]1(C)CN1C

XYZ file:
```
21
C6H13NS | the Open Molecules 2025 dataset | ωB97M-V/def2-TZVPD
C -1.555 1.747 -0.420
C -1.349 0.264 -0.492
S -2.767 -0.423 0.551
C -0.046 -0.356 -0.014
C 0.414 -1.587 -0.735
C 0.274 -0.154 1.493
N 0.936 0.590 0.459
C 2.341 0.427 0.215
H -1.473 2.162 0.628
H -2.582 1.932 -0.866
H -0.744 2.229 -1.106
H -1.444 -0.021 -1.531
H -2.495 -1.786 0.342
H 0.815 -1.235 -1.686
H -0.377 -2.309 -1.009
H 1.292 -2.124 -0.260
H 0.989 -0.873 1.910
H -0.483 0.244 2.184
H 2.641 -0.619 0.151
H 3.026 0.993 0.907
H 2.587 0.898 -0.720
```

Here are the natural (NBO) charges for atoms 1 to 8, given in e:
1 C -0.629
2 C -0.277
3 S -0.090
4 C 0.078
5 C -0.637
6 C -0.250
7 N -0.432
8 C -0.417


If we sort the structures by their calculated energies, the order from most to least stable is *B*, *A*.


*A*
Computed, not measured: a cluster of 2 separate species, C2H6N2O2 in total, with ωB97M-V/def2-TZVPD.

2S+1: 3
HOMO (spin up / spin down) (eV): -7.552 / -10.153
Orbital gap (spin up / spin down) (Eh): 0.31909 / 0.30623

XYZ file:
```
12
C2H6N2O2 | the Open Molecules 2025 dataset | ωB97M-V/def2-TZVPD
C -1.797 0.983 0.022
C 1.990 -0.351 -0.066
N -1.804 -0.428 0.036
N -0.785 -1.031 0.114
O -0.139 -1.985 0.053
O 1.090 0.558 0.311
H -2.382 1.361 0.810
H -2.211 1.312 -0.904
H -0.653 1.424 -0.002
H 2.189 -0.194 -1.110
H 1.548 -1.303 0.097
H 2.954 -0.346 0.640
```

Here are the natural (NBO) charges for atoms 1 to 8, given in e:
1 C -0.455
2 C -0.327
3 N -0.225
4 N 0.372
5 O -0.339
6 O -0.298
7 H 0.209
8 H 0.208


*B*
Computed, not measured: the molecule C2H6N2O2, with ωB97M-V/def2-TZVPD.

2S+1: 3
HOMO (spin up / spin down) (eV): -7.022 / -9.585
Orbital gap (spin up / spin down) (Eh): 0.29069 / 0.25691

XYZ file:
```
12
C2H6N2O2 | the Open Molecules 2025 dataset | ωB97M-V/def2-TZVPD
C -2.366 -0.108 0.025
C 2.172 0.335 -0.021
N -1.224 0.789 -0.057
N -0.138 0.158 -0.030
O 1.981 -0.923 -0.360
O 0.977 1.142 -0.037
H -2.405 -0.796 -0.934
H -3.307 0.357 0.216
H -2.342 -0.980 0.819
H 1.254 -1.397 0.148
H 2.529 0.630 1.042
H 2.869 0.794 -0.809
```

Here are the natural (NBO) charges for atoms 1 to 8, given in e:
1 C -0.480
2 C 0.233
3 N -0.091
4 N -0.010
5 O -0.687
6 O -0.380
7 H 0.205
8 H 0.223


If we sort the structures by their calculated energies, the order from most to least stable is *B*, *A*.


*A*
Computed, not measured: the molecule C19H22ClNO2, with ωB97M-V/def2-TZVPD.

2S+1: 1
HOMO (eV): -7.917
Orbital gap (Eh): 0.31230
Structure (SMILES): CCCOc1ccc(C(=O)CCNc2ccc(C)c(Cl)c2)cc1

XYZ file:
```
45
C19H22ClNO2 | the Open Molecules 2025 dataset | ωB97M-V/def2-TZVPD
C 4.311 -0.168 3.519
C 3.326 0.966 3.272
C 2.040 0.451 2.636
O 1.198 1.565 2.398
C 0.028 1.384 1.753
C -0.480 0.153 1.340
C -1.681 0.087 0.662
C -2.418 1.237 0.388
C -3.693 1.251 -0.361
O -4.513 2.132 -0.207
C -3.882 0.188 -1.424
C -3.181 0.646 -2.724
N -1.763 0.856 -2.595
C -0.871 -0.157 -2.325
C -1.138 -1.502 -2.586
C -0.184 -2.468 -2.335
C 1.068 -2.158 -1.821
C 2.094 -3.211 -1.543
C 1.323 -0.811 -1.577
Cl 2.865 -0.340 -0.940
C 0.389 0.174 -1.816
C -1.921 2.464 0.845
C -0.719 2.542 1.502
H 5.222 0.215 3.970
H 3.882 -0.911 4.188
H 4.570 -0.657 2.583
H 3.080 1.465 4.211
H 3.768 1.707 2.605
H 1.542 -0.261 3.309
H 2.269 -0.056 1.690
H 0.057 -0.761 1.537
H -2.047 -0.886 0.373
H -3.474 -0.771 -1.111
H -4.948 0.083 -1.629
H -3.625 1.590 -3.050
H -3.360 -0.097 -3.505
H -1.509 1.739 -2.175
H -2.091 -1.801 -2.991
H -0.418 -3.502 -2.542
H 2.992 -3.032 -2.134
H 1.707 -4.197 -1.786
H 2.384 -3.195 -0.493
H 0.626 1.205 -1.602
H -2.501 3.355 0.653
H -0.324 3.487 1.839
```

Here are the natural (NBO) charges for atoms 1 to 8, given in e:
1 C -0.606
2 C -0.407
3 C -0.069
4 O -0.488
5 C 0.333
6 C -0.274
7 C -0.154
8 C -0.224


*B*
Computed, not measured: the molecule C19H22ClNO2, with ωB97M-V/def2-TZVPD.

2S+1: 1
HOMO (eV): -8.600
Orbital gap (Eh): 0.34214
Structure (SMILES): Cc1cc(Cl)ccc1OCC(=O)NCCCCc1ccccc1

XYZ file:
```
45
C19H22ClNO2 | the Open Molecules 2025 dataset | ωB97M-V/def2-TZVPD
C -1.676 -0.649 3.005
C -2.247 -0.212 1.691
C -3.227 -0.959 1.062
C -3.783 -0.530 -0.133
Cl -4.999 -1.491 -0.903
C -3.376 0.658 -0.710
C -2.387 1.410 -0.097
C -1.811 0.982 1.092
O -0.800 1.640 1.740
C -0.354 2.869 1.216
C 0.312 2.775 -0.165
O 0.327 3.721 -0.925
N 0.879 1.585 -0.418
C 1.484 1.266 -1.690
C 0.514 0.556 -2.640
C -0.136 -0.709 -2.078
C 0.838 -1.866 -1.819
C 1.722 -1.667 -0.620
C 1.166 -1.503 0.645
C 1.975 -1.315 1.753
C 3.353 -1.291 1.614
C 3.917 -1.469 0.362
C 3.106 -1.657 -0.744
H -0.656 -0.291 3.114
H -2.264 -0.226 3.819
H -1.698 -1.732 3.097
H -3.563 -1.882 1.509
H -3.815 0.995 -1.635
H -2.071 2.327 -0.567
H -1.165 3.605 1.162
H 0.391 3.231 1.931
H 0.814 0.843 0.265
H 2.367 0.653 -1.507
H 1.791 2.213 -2.142
H -0.281 1.259 -2.899
H 1.055 0.313 -3.556
H -0.676 -0.468 -1.161
H -0.878 -1.049 -2.804
H 1.454 -2.023 -2.707
H 0.246 -2.772 -1.661
H 0.092 -1.543 0.765
H 1.532 -1.194 2.730
H 3.983 -1.143 2.478
H 4.990 -1.463 0.247
H 3.554 -1.798 -1.717
```

Here are the natural (NBO) charges for atoms 1 to 8, given in e:
1 C -0.635
2 C -0.073
3 C -0.213
4 C -0.058
5 Cl 0.001
6 C -0.212
7 C -0.305
8 C 0.357


If we sort the structures by their calculated energies, the order from most to least stable is *B*, *A*.


*A*
Computed, not measured: a cluster of 2 separate species, C3H6N3O2 in total, with ωB97M-V/def2-TZVPD.

2S+1: 1
Net charge: +1
HOMO (eV): -14.086
Orbital gap (Eh): 0.36741

XYZ file:
```
14
C3H6N3O2 | the Open Molecules 2025 dataset | ωB97M-V/def2-TZVPD
C 0.155 -1.600 0.476
C -0.901 1.259 -1.438
C 0.678 -0.465 0.763
N -1.801 1.532 -2.111
N 1.222 0.640 0.837
N -1.157 -2.025 0.444
O 1.595 1.364 -0.270
O 1.714 1.329 1.890
H 0.859 -2.506 0.255
H 0.792 1.552 -0.910
H -2.460 2.121 -2.497
H -1.949 -1.534 0.087
H 2.631 1.348 2.091
H -1.376 -3.015 0.384
```

Here are the natural (NBO) charges for atoms 1 to 8, given in e:
1 C 0.034
2 C 0.249
3 C 0.248
4 N -0.607
5 N 0.281
6 N -0.765
7 O -0.534
8 O -0.498


*B*
Computed, not measured: the ion C3H6N3O2 with charge +1, with ωB97M-V/def2-TZVPD.

2S+1: 1
Net charge: +1
HOMO (eV): -14.322
Orbital gap (Eh): 0.34929
Structure (SMILES): C=N/N=C\[NH+]=C\OO

XYZ file:
```
14
C3H6N3O2 | the Open Molecules 2025 dataset | ωB97M-V/def2-TZVPD
C -1.087 1.556 0.203
N -1.718 0.569 0.765
N -2.104 -0.498 0.184
C -1.401 -1.525 -0.035
N -0.038 -1.374 0.041
C 0.544 -0.241 -0.414
O 1.734 0.221 -0.241
O 2.399 -0.226 0.892
H -1.087 2.364 0.952
H -1.310 1.749 -0.782
H -1.880 -2.560 -0.283
H 0.604 -1.892 0.665
H 0.076 0.278 -1.362
H 3.397 0.054 0.921
```

Here are the natural (NBO) charges for atoms 1 to 8, given in e:
1 C -0.204
2 N -0.108
3 N -0.151
4 C 0.159
5 N -0.566
6 C 0.498
7 O -0.161
8 O -0.420


*C*
Computed, not measured: the ion C3H6N3O2 with charge +1, with ωB97M-V/def2-TZVPD.

2S+1: 1
Net charge: +1
HOMO (eV): -16.186
Orbital gap (Eh): 0.38826
Structure (SMILES): CC[n+]1noc(=O)[nH]1

XYZ file:
```
14
C3H6N3O2 | the Open Molecules 2025 dataset | ωB97M-V/def2-TZVPD
C -0.066 -0.803 0.078
C 0.155 0.405 -0.694
N 0.992 1.258 0.044
N 2.123 1.670 -0.324
O 2.612 2.385 0.595
C 1.737 2.572 1.632
O 1.707 3.278 2.562
N 0.698 1.732 1.275
H 0.751 -1.513 -0.007
H 0.015 -0.492 1.161
H -0.909 -1.240 -0.393
H -0.789 1.029 -0.899
H 0.676 0.352 -1.710
H -0.165 1.353 1.747
```

Here are the natural (NBO) charges for atoms 1 to 8, given in e:
1 C -0.627
2 C -0.252
3 N 0.130
4 N 0.261
5 O -0.217
6 C 0.828
7 O -0.440
8 N -0.431


If we sort the structures by their calculated energies, the order from most to least stable is *C*, *A*, *B*.


*A*
Computed, not measured: a structure of composition C3H5N3S2, with ωB97M-V/def2-TZVPD.

2S+1: 1
HOMO (eV): -8.335
Orbital gap (Eh): 0.29103

XYZ file:
```
13
C3H5N3S2 | the Open Molecules 2025 dataset | ωB97M-V/def2-TZVPD
C 0.645 -0.617 -0.428
C 1.782 -0.383 0.230
C 0.250 0.934 1.286
H 0.466 -3.042 -1.190
H 2.694 -0.898 0.201
H 2.397 0.907 1.724
H -1.092 2.095 1.693
H -1.592 1.237 -1.330
N 1.503 0.306 1.413
N -0.183 1.861 1.967
N -0.478 0.040 0.386
S 0.398 -1.437 -1.886
S -1.950 0.477 -0.238
```

Here are the natural (NBO) charges for atoms 1 to 8, given in e:
1 C -0.150
2 C -0.024
3 C 0.559
4 H 0.137
5 H 0.224
6 H 0.414
7 H 0.357
8 H 0.090


*B*
Computed, not measured: a cluster of 2 separate species, C3H5N3S2 in total, with ωB97M-V/def2-TZVPD.

2S+1: 1
HOMO (eV): -8.388
Orbital gap (Eh): 0.28048
Structure (SMILES): NN=C1SS1.C#CN

XYZ file:
```
13
C3H5N3S2 | the Open Molecules 2025 dataset | ωB97M-V/def2-TZVPD
N -0.204 2.331 -0.624
N 0.287 1.029 -0.539
C 1.304 0.656 0.046
S 2.545 1.010 1.240
S 2.329 -0.711 0.021
H 0.197 2.959 0.001
H -1.130 2.378 -0.304
C -2.023 -0.674 0.163
C -1.065 -1.388 0.075
N -0.124 -2.379 -0.180
H -2.734 0.108 0.373
H 0.758 -2.119 -0.737
H -0.139 -3.200 0.466
```

Here are the natural (NBO) charges for atoms 1 to 8, given in e:
1 N -0.607
2 N -0.252
3 C -0.076
4 S 0.106
5 S 0.142
6 H 0.328
7 H 0.356
8 C -0.344


*C*
Computed, not measured: the molecule C3H5N3S2, with ωB97M-V/def2-TZVPD.

2S+1: 1
HOMO (eV): -8.713
Orbital gap (Eh): 0.27862
Structure (SMILES): N/C=N\N=C/C(=S)S

XYZ file:
```
13
C3H5N3S2 | the Open Molecules 2025 dataset | ωB97M-V/def2-TZVPD
N -3.769 -0.437 0.147
C -2.774 0.521 0.040
N -1.518 0.389 -0.333
N -1.166 -1.014 -0.218
C 0.152 -1.067 -0.020
C 1.270 -0.138 0.071
S 2.779 -0.818 0.065
S 1.081 1.560 0.027
H -3.531 -1.414 0.187
H -4.710 -0.169 0.773
H -3.078 1.532 0.039
H 0.435 -2.052 -0.123
H 2.401 1.759 -0.072
```

Here are the natural (NBO) charges for atoms 1 to 8, given in e:
1 N -0.815
2 C 0.286
3 N -0.400
4 N -0.236
5 C 0.003
6 C -0.373
7 S 0.003
8 S 0.201


If we sort the structures by their calculated energies, the order from most to least stable is *C*, *A*, *B*.